(1)
C52H104O22 | ωB97M-V with the def2-TZVPD basis set

XYZ file:
```
178
Properties=species:S:1:pos:R:3:forces:R:3
H 4.742 5.048 4.608 0.521 -0.016 0.097
H 3.473 -1.166 -1.393 -0.009 -0.422 -0.151
H -0.969 1.845 -4.066 -1.188 -0.414 -0.039
H -3.985 -2.931 -3.253 -0.360 -0.143 -0.272
H -6.011 6.704 -2.900 0.562 -0.638 -0.791
H 3.575 4.102 2.777 -0.189 0.314 0.309
H 6.060 -1.012 -0.223 0.013 -0.181 0.210
O -4.765 2.737 -1.934 -0.774 3.446 -0.219
C -0.857 2.478 2.775 0.708 -1.798 1.426
C 0.041 -0.945 6.603 0.264 -0.991 -1.014
O -5.517 4.846 -2.014 1.581 -4.172 -0.749
H 4.978 0.703 3.574 -0.196 0.022 -0.288
C -6.424 -1.932 1.001 2.486 1.463 -0.763
O 2.525 3.036 4.208 -1.489 0.933 -0.357
O 0.924 -0.232 0.382 -2.766 0.655 -1.503
C 3.745 3.443 3.628 0.852 -1.156 0.389
H 2.011 -0.753 -3.117 0.325 -0.313 -0.242
H -3.665 -7.487 -2.175 0.834 -0.643 1.320
H -5.036 -6.659 -2.250 -0.573 0.178 0.131
H 1.653 5.942 0.576 0.132 0.346 -0.078
O -3.199 -7.490 0.870 0.523 -0.121 0.396
C 5.872 0.883 -1.089 -0.399 3.929 -0.594
H -1.782 3.421 -4.264 0.574 0.526 0.236
H 1.706 2.013 -0.525 -0.687 -0.192 0.442
H 6.955 -0.976 4.439 -0.174 -0.767 -0.180
H 3.092 4.062 -0.245 0.033 0.230 0.262
H -2.284 -2.221 -4.823 0.004 -0.342 -0.272
O -4.249 -6.179 -0.535 -0.541 1.993 -1.993
O 0.670 -4.620 0.936 0.208 -0.070 -0.058
C -5.414 -0.865 2.912 0.530 1.296 0.522
H 0.178 -6.236 2.134 0.349 -0.232 -0.070
C 5.072 -0.382 3.615 -2.291 1.526 -1.819
H 2.769 7.133 -0.319 -0.041 -0.146 0.662
H 0.481 5.568 -1.601 0.097 -0.228 0.356
H 1.256 -2.482 4.698 0.471 -0.269 0.083
H 1.937 -3.369 -0.216 -0.354 -0.049 0.032
O -6.034 -1.979 2.312 -0.440 0.588 -0.617
H -0.694 -3.480 -3.705 -0.059 -0.286 0.068
C 0.738 -6.048 1.219 1.419 0.523 -1.787
C 2.225 6.188 -0.319 -0.015 -1.629 -2.725
C -4.058 -1.894 -3.583 2.182 0.060 0.293
C 3.203 5.020 -0.753 0.388 1.123 -0.828
H 2.742 -5.491 -0.722 -0.592 -0.523 -0.291
C 0.350 -3.466 -3.391 2.955 1.320 -1.682
H -1.156 0.357 5.460 0.204 0.456 -0.207
H 4.706 -0.105 0.364 -0.301 0.070 -0.205
O 0.699 -2.283 -2.709 -0.828 1.117 2.296
C 3.643 -1.130 3.722 2.120 -0.192 1.143
H -4.206 -1.310 -2.675 -0.473 0.144 -0.145
C 4.496 -0.930 -1.684 0.590 0.587 -0.224
H -0.532 -2.613 0.241 0.106 0.359 0.139
H -2.976 2.036 -2.638 -0.289 -0.410 -0.591
H 2.886 1.803 5.701 0.621 -0.346 0.493
H -1.871 -2.494 -0.882 -0.100 -0.669 0.264
H 0.605 0.506 5.084 -0.204 0.426 0.324
H 3.926 -5.103 0.295 0.092 0.151 1.160
C 2.255 5.690 -2.841 0.751 0.694 3.025
H -4.324 -0.895 2.916 0.126 -0.445 -0.560
H -1.363 5.178 3.231 -0.696 0.603 0.049
H 3.475 4.717 6.361 0.044 -0.115 0.292
H 3.088 -1.359 2.812 0.502 0.066 -0.248
H -1.209 3.302 -6.768 -0.565 0.204 0.508
C 5.102 -1.937 5.316 -0.191 -1.854 -0.215
C 0.177 -2.410 4.840 1.202 -0.376 -2.330
C -5.474 6.214 -2.088 -0.153 1.810 1.611
H 0.246 -0.753 3.335 0.391 -0.408 -0.020
C -0.748 3.655 1.930 -0.337 1.473 -1.556
H -2.013 -5.948 2.584 -0.935 -0.200 0.551
H 5.645 3.519 4.800 -0.146 -0.028 -0.170
H -2.383 1.827 4.071 -0.960 0.268 0.038
C -3.625 -6.409 0.558 1.200 -0.875 1.921
O 4.098 -2.344 4.336 0.767 0.106 0.305
C 2.851 -5.278 0.341 -0.015 -0.735 -1.937
H 0.816 2.574 -7.304 -0.246 -0.767 -0.468
C -4.457 -7.184 -1.491 -2.006 0.548 -1.073
O -3.566 -5.279 1.276 -0.685 0.004 0.056
O -6.965 -3.089 0.806 -0.965 -2.398 0.203
C -0.963 2.790 -4.608 1.226 -0.905 0.242
H 2.516 -6.246 2.239 0.823 -0.125 0.080
H -0.480 1.553 2.338 0.059 -0.031 -0.237
C -3.780 1.755 -1.959 2.140 -0.216 0.395
H -2.152 -2.025 0.753 0.217 1.071 0.250
C 4.768 1.314 -2.057 0.178 0.562 0.815
H -4.808 0.606 -5.141 -0.172 -0.057 0.099
H 1.026 7.164 -1.952 -0.202 0.348 0.584
C -1.862 4.580 2.468 1.148 -1.673 -0.010
H 6.112 -0.086 5.574 -0.601 0.631 -0.220
H 4.915 2.216 -2.652 0.983 -0.768 -1.224
O -0.231 1.137 -1.104 0.507 -0.145 1.474
C 1.349 2.850 -5.315 -2.231 -1.818 -0.457
C -2.430 -5.061 2.108 1.289 -0.472 -0.941
O -2.805 3.679 3.087 -1.002 0.617 0.205
C -0.213 -0.173 5.327 -0.426 1.883 0.343
H 0.174 -1.552 -5.347 0.043 -0.060 -0.385
H -5.066 -2.379 -5.458 -0.056 -0.097 0.206
H -3.228 1.725 -1.019 -0.298 -0.081 0.444
H 1.939 -1.329 -5.530 -0.066 -0.007 -0.002
H -2.612 -4.224 2.782 -0.146 -0.291 -0.148
C -1.395 -2.006 -0.031 0.257 -1.200 -1.562
H 4.237 2.560 3.219 -0.004 -0.205 -0.264
C -4.352 -0.347 -5.411 0.899 -0.137 0.239
H -1.623 -4.865 1.402 0.150 0.856 0.179
H -1.662 1.679 -6.067 -0.053 -0.135 -1.223
H 3.927 1.774 -1.537 -0.795 -0.905 0.794
H 1.723 2.899 6.189 -0.222 1.027 -0.427
H 4.376 3.227 6.791 0.195 0.394 0.140
H 5.873 1.658 -0.323 0.921 0.137 0.099
C -0.303 -1.137 4.196 -0.546 -0.589 -1.545
O -0.162 -2.303 6.134 -0.915 0.130 4.114
H 4.573 -1.736 6.247 0.011 0.624 0.070
C -0.051 0.023 -0.346 1.709 -0.714 -0.121
H -6.119 6.474 -1.248 0.291 0.591 0.355
H 2.917 -0.712 4.419 0.090 0.815 0.078
H 5.705 -2.818 5.533 -0.042 -0.141 -0.163
C -4.371 4.063 -2.121 1.129 0.308 -0.907
H 0.396 -0.344 -3.561 -0.479 -0.020 0.617
H 0.324 -6.562 0.351 -0.703 -0.103 0.184
H 4.196 5.461 -0.665 0.368 -0.601 0.479
H 2.396 -3.366 -4.398 -0.146 -0.415 0.845
H -4.361 -0.431 -6.498 0.040 -0.018 -0.102
H -4.462 6.576 -1.904 -0.116 0.274 -0.356
C 3.848 3.758 5.999 -1.423 -0.645 1.715
H 5.086 -1.715 -2.158 -0.603 -0.631 0.336
H 1.866 3.655 -5.837 -0.146 0.625 0.880
C 0.495 2.119 -6.367 -0.186 0.413 -0.612
H -1.897 -1.202 -3.469 -0.202 0.183 0.285
C 2.647 2.863 5.613 1.475 -1.011 -0.862
H -2.665 1.739 2.258 -1.265 -0.069 0.222
H -5.162 -7.880 -1.034 0.746 -0.830 -0.405
H 1.056 -0.824 6.981 0.252 -0.100 -0.062
H 6.789 0.844 -1.677 0.161 -0.383 0.457
O -1.065 -0.796 -0.720 0.331 1.440 1.530
C 1.149 -1.722 -4.890 0.183 -2.001 -1.845
C 1.105 -1.172 -3.554 -0.420 0.484 2.084
C -2.690 -1.443 -4.177 -0.536 -0.624 0.218
H -7.699 -4.516 -0.608 0.174 0.178 0.829
H -6.586 -3.257 -1.221 0.307 -0.282 0.123
C -7.368 -3.483 -0.497 -0.131 1.850 -1.111
O -6.153 -1.095 0.135 -0.784 -1.148 2.094
H -0.966 3.444 0.883 0.075 -0.169 -0.167
H 0.524 3.076 -1.468 -0.628 0.077 1.147
H 1.706 5.317 -3.705 0.000 -0.362 0.363
C 5.930 -0.776 4.750 0.029 -0.871 1.532
O 3.074 4.737 -2.174 -0.246 -1.609 0.534
H 3.019 6.411 -3.132 -0.596 0.882 -0.509
H 1.102 -3.903 -5.415 -0.081 0.126 -0.305
H 0.235 4.124 1.977 0.006 0.048 -0.026
H -5.936 -1.255 -4.354 -0.305 -0.456 -0.223
H 2.052 2.065 -5.034 0.375 0.572 1.006
H -5.647 -0.805 3.975 -0.519 -0.473 -0.078
H -0.632 -0.650 7.407 -0.203 -0.605 -0.072
H -5.691 0.104 2.496 -0.225 -0.219 -0.394
C 1.377 6.189 -1.615 -0.713 0.798 -2.069
C 1.968 -4.075 0.613 0.438 -0.829 1.140
C -0.956 2.509 -6.065 -0.197 -0.835 -0.695
O -3.002 -0.309 -4.933 0.373 1.088 -0.509
C 2.277 -6.413 1.189 -1.428 1.220 1.829
H 0.623 1.037 -6.351 0.202 0.084 -0.098
H 5.522 -0.709 2.677 -0.080 0.019 -0.038
C -2.357 2.344 3.111 2.908 0.287 -1.003
H -0.220 2.633 3.646 -0.219 -0.005 0.416
H -2.288 5.107 1.615 -0.358 0.367 0.560
O 4.522 0.079 -2.679 -1.286 0.832 -1.644
H 2.454 -7.468 0.977 0.137 0.298 -0.465
H -1.287 -1.348 3.779 -0.453 0.445 0.391
C 5.286 -0.312 -0.536 0.394 -2.807 1.365
H -0.278 -3.317 4.443 0.016 0.001 -0.115
C 1.328 -3.245 -4.576 -0.796 -0.016 -1.853
H 0.710 -4.346 -2.857 -0.599 0.118 0.486
H 1.251 1.892 -2.221 0.583 -0.537 -0.019
H -4.211 0.767 -2.124 -0.159 0.418 -0.274
H 2.383 -3.598 1.501 -0.259 0.510 0.146
H -8.150 -2.770 -0.760 -0.440 -0.411 -0.290
C 4.655 3.974 4.770 -0.317 0.877 -1.425
C 0.866 2.072 -1.217 0.419 -0.112 -2.084
C -4.965 -1.565 -4.739 -1.330 0.416 0.284
O 0.364 3.170 -4.297 2.462 2.388 0.821
O -3.217 4.470 -2.396 -3.859 -1.343 1.141
```
Positions in Å, forces in eV/Å.

Computed properties:
Kohn-Sham gap	9.69	eV
HOMO energy	-9.2	eV
strongest force on any atom	4.524	eV/Å
multiplicity	1
electronic energy	-3698.59914	Eh



(2)
C52H119N8O2 | ωB97M-V with the def2-TZVPD basis set

XYZ file:
```
181
Properties=species:S:1:pos:R:3:forces:R:3
C 3.626 0.650 -6.918 0.749 -0.345 -0.988
H 0.549 2.712 0.452 0.395 -0.261 0.003
H 2.170 1.916 -8.000 0.051 0.153 0.027
H 4.920 -8.511 1.248 -0.150 0.288 0.195
H 2.220 -3.769 -2.067 0.031 0.112 0.352
C 0.224 -0.192 2.132 -0.651 0.041 -0.721
C 1.042 7.423 6.734 -0.177 -0.189 0.414
H 0.551 -6.786 1.707 0.195 -0.382 -0.049
H -7.450 -5.876 1.598 -0.122 -0.585 -0.366
H -4.595 3.666 5.141 0.121 0.433 -0.069
H 0.832 5.507 5.736 0.034 0.104 -0.024
H 6.485 -0.443 0.727 0.037 -0.243 0.254
H -0.441 5.473 -5.690 0.059 0.203 -0.083
C -1.861 2.636 -4.987 -0.529 -0.002 1.162
H -0.651 -0.733 1.774 0.166 -0.209 -0.071
N 1.777 -7.513 0.080 -1.009 0.428 0.243
H -2.378 9.550 -2.859 0.086 -0.205 -0.049
C 1.170 -3.477 -2.084 -0.216 0.545 0.061
H -1.891 5.758 -7.785 -0.163 -0.091 -0.133
H -3.343 5.623 5.448 0.333 0.027 -0.005
H 0.154 -1.792 -2.859 -0.564 0.482 0.716
H -2.892 -5.952 2.502 0.232 0.005 -0.234
C 0.643 8.437 5.664 0.198 -0.248 0.489
N -1.773 4.726 6.540 -0.530 0.394 -0.848
H 0.747 -4.006 -2.937 -0.113 0.244 -0.092
C -3.175 7.548 -2.556 -0.171 0.777 0.672
H -3.634 6.201 -7.511 0.058 -0.291 0.041
C 0.801 -0.220 -7.399 -0.081 0.799 0.094
H -4.481 -6.289 3.930 0.044 0.017 -0.122
C 0.810 -6.542 0.679 0.230 0.629 0.510
H 5.268 -1.829 0.854 0.317 0.133 0.444
H -3.260 1.496 -3.764 -0.057 0.041 0.040
H -3.989 9.358 -3.492 -0.209 -0.116 0.118
H -0.509 3.881 7.993 0.026 0.278 0.167
H 0.581 0.324 -8.316 -0.104 -0.207 -0.096
C -2.565 2.889 5.164 -0.463 0.010 0.105
C -2.593 6.451 -7.335 0.298 0.697 0.296
H -3.903 1.971 -5.343 0.031 -0.179 0.043
H 3.820 0.158 -7.873 -0.367 -0.205 0.051
C -0.261 0.861 3.143 -0.033 -0.208 0.385
H -4.879 -4.677 4.492 -0.159 0.182 -0.112
H 4.581 1.155 -6.775 -0.274 0.409 0.305
C 4.000 -8.655 0.675 0.377 0.225 -0.466
C -3.278 2.293 -4.510 -0.028 -0.042 -0.348
H 0.949 -6.991 -1.723 0.149 0.315 -0.354
H -4.629 -6.747 1.357 0.285 0.221 -0.152
H 0.125 -2.116 -0.107 -0.003 -0.080 -0.075
C 1.976 0.057 -5.252 -1.175 0.250 0.335
H 7.819 -1.888 -0.638 0.081 -0.173 0.022
H 5.329 1.591 -1.091 0.050 -0.154 0.099
C -6.539 -5.804 3.499 0.772 0.185 0.658
H -0.495 3.273 5.716 0.270 0.247 -0.347
H 1.059 2.548 2.944 0.032 0.174 -0.242
H 2.691 -7.524 1.959 -0.050 -0.420 -0.040
H 3.273 -1.354 -6.242 0.097 -0.145 0.328
H -3.746 5.448 7.106 0.162 -0.401 0.355
H -0.626 3.011 2.825 -0.098 -0.039 -0.108
C -1.226 6.016 -5.194 0.572 -0.114 -0.766
C -0.157 -3.406 4.307 -0.232 -1.355 0.297
H -1.339 0.742 3.251 -0.008 0.109 0.016
H -0.908 1.794 0.668 -0.165 0.114 0.338
N -2.570 6.999 -3.773 0.326 -1.184 0.107
H -0.108 -6.502 0.097 0.099 -0.116 -0.168
C 6.221 -0.184 -1.957 1.276 0.095 0.197
H -1.964 4.725 8.641 0.046 -0.034 0.062
N 5.823 -1.337 -1.078 -0.070 -0.793 -0.036
H 0.889 -3.211 4.076 -0.054 0.287 -0.031
N -4.624 -4.890 2.345 -0.064 0.268 1.161
C -5.187 -3.515 2.210 -0.525 -0.313 -0.442
H -1.304 6.577 5.535 -0.456 -0.273 -0.052
C 1.963 -7.030 -1.332 -0.040 -0.948 -0.152
C -6.591 -6.355 2.059 -0.278 1.401 0.648
H 1.108 9.392 5.900 0.019 0.029 -0.115
C -1.086 6.072 6.473 0.658 0.048 1.092
H 7.171 0.171 -1.543 -0.054 0.073 0.027
H 4.129 -0.314 -5.066 -0.241 -0.245 0.293
H 1.805 -1.488 -2.648 0.136 0.370 0.537
H -2.451 1.895 5.595 0.388 0.040 -0.026
C -1.570 4.077 7.864 0.384 -0.472 -0.145
H -6.264 -3.611 2.083 0.009 0.019 -0.069
H -0.434 8.604 5.686 0.000 0.064 -0.296
H -0.812 -0.042 -0.369 -0.002 0.284 0.155
H -1.183 4.498 4.556 0.138 -0.151 -0.117
H -0.487 -3.942 2.216 -0.040 0.084 0.031
C -3.335 9.056 -2.675 0.436 0.455 -0.048
C 1.067 -8.858 0.113 1.251 0.160 -0.072
C -1.374 3.821 5.383 -0.085 -0.136 1.320
H 0.995 8.120 4.681 -0.212 0.064 -0.110
H 1.614 -0.913 -7.577 -0.160 -0.181 -0.025
H 6.611 -3.194 -0.426 0.089 -0.118 -0.076
H 1.765 -1.475 -0.238 -0.064 -0.437 0.107
N 1.259 0.813 -6.396 1.352 -0.799 0.077
H -2.527 7.314 -1.712 0.239 -0.084 -0.206
C -3.247 4.932 6.289 -0.391 0.309 -0.710
H -3.777 3.163 -4.083 0.075 0.001 0.077
H -1.431 3.271 -4.204 0.375 -0.111 -0.118
H -0.147 -4.048 5.190 0.104 0.285 0.210
H -7.160 -4.930 3.686 -0.321 -0.190 -0.191
H 0.630 2.681 -5.683 0.035 -0.038 0.024
H -2.655 -2.977 3.029 0.305 0.088 0.087
H 4.565 -8.008 -1.138 0.422 0.033 0.342
H 2.004 0.719 -4.384 0.224 0.232 -0.189
H 0.946 -0.912 2.505 0.233 0.163 -0.133
O 4.296 -8.817 -0.694 -0.497 -0.406 -0.340
H 7.133 -2.658 -2.085 0.043 -0.277 0.084
C 0.761 -1.437 -0.671 0.793 0.932 -0.455
H -1.630 0.620 -5.679 0.090 0.101 -0.298
C -5.284 -5.877 1.405 0.212 -0.725 -0.057
H -5.031 -2.965 3.131 0.296 0.161 -0.131
C 4.613 -2.032 -1.649 0.246 0.167 0.490
H 1.380 -0.800 -4.937 -0.241 0.085 -0.253
C 0.143 1.802 -6.110 1.229 -0.360 -0.111
N 0.760 0.569 0.887 -0.541 1.075 0.856
H 0.937 -9.122 1.160 -0.131 -0.046 -0.020
H 2.488 1.185 1.958 -0.102 0.041 0.004
H -3.693 9.496 -1.746 -0.280 -0.184 -0.018
C 2.442 1.587 -7.001 -0.124 -0.163 0.656
C 0.951 -1.923 -2.121 0.094 -1.407 -0.796
H -0.100 -0.687 -7.014 0.087 -0.224 -0.060
H 4.761 -0.216 0.324 0.079 0.102 0.167
C 5.588 -0.923 0.348 -0.623 0.077 -1.067
H -0.128 2.046 -7.137 -0.638 0.297 0.241
C -3.133 7.009 -4.970 -0.355 1.206 -0.338
H -4.088 7.468 -5.178 0.019 -0.030 -0.069
H 0.752 7.791 7.722 0.086 0.196 -0.050
H 2.534 -7.743 -1.918 -0.054 -0.203 0.168
H 2.606 2.418 -6.316 -0.164 0.241 -0.268
H -1.946 3.289 -5.857 0.233 -0.319 -0.277
H 0.494 0.696 -1.245 0.473 0.078 0.173
H 1.760 -9.552 -0.357 -0.373 -0.253 -0.154
H -0.729 -2.523 4.590 0.206 0.232 -0.232
H -4.785 -3.037 1.319 0.127 0.101 0.103
H -4.129 7.077 -2.320 -0.018 -0.191 -0.441
H 3.749 -1.436 -1.379 -0.136 -0.022 -0.359
H -2.739 2.768 4.094 -0.070 -0.028 0.012
C 0.093 1.942 1.075 -0.123 0.240 -0.403
H -6.664 -7.434 2.109 -0.101 -0.026 -0.494
C -2.381 -4.016 3.242 -0.122 0.124 -0.097
H 2.633 1.309 0.177 -0.197 0.136 0.007
H 3.595 -9.604 1.026 -0.116 -0.002 -0.115
N -2.310 6.510 -5.886 -0.481 -0.792 0.850
H -2.046 3.099 7.882 -0.347 0.171 -0.036
C -1.359 6.322 -3.888 -0.567 0.407 -0.048
H 6.519 -0.604 -2.918 -0.490 -0.006 -0.145
C 6.939 -2.374 -1.054 0.088 1.014 -0.304
C 5.324 1.027 -2.028 -0.735 0.207 -0.103
C 0.087 2.234 2.564 0.248 -0.665 -0.116
H -1.526 6.628 7.303 -0.006 0.208 -0.142
C -3.117 -4.912 2.252 -0.355 -0.845 0.417
H -5.370 -5.439 0.414 -0.072 0.081 0.026
H 2.683 -0.262 0.960 0.017 0.011 0.187
H -2.421 7.456 -7.720 0.087 -0.108 -0.226
H -6.778 -6.560 4.244 -0.249 0.059 -0.025
C 0.427 6.019 6.622 0.345 -0.228 -0.682
H 5.703 1.710 -2.789 0.449 -0.176 0.037
H 0.170 0.688 4.127 0.068 0.067 -0.025
H -0.671 0.888 -4.296 0.201 0.495 0.171
C 3.031 -7.511 0.919 -0.161 0.241 1.065
H 0.121 -8.762 -0.406 0.021 -0.121 -0.094
H 3.460 -6.506 0.864 0.212 -0.127 -0.646
H 0.640 -3.821 -1.195 0.245 -0.461 -0.029
H 3.566 1.495 -2.730 0.019 0.021 -0.024
H -4.249 3.010 6.641 0.595 -0.141 0.251
H 2.481 -6.076 -1.363 -0.213 0.130 0.281
C -5.083 -5.403 3.711 0.166 -0.750 -0.074
H 0.790 5.440 7.471 -0.308 0.025 0.160
C -0.856 -4.228 3.215 -0.449 0.655 -1.005
C 0.276 0.004 -0.432 -0.339 -0.970 -0.048
C -0.994 1.383 -5.218 -0.799 -0.199 -0.723
H 4.754 -2.133 -2.721 -0.154 0.159 -0.045
O 3.964 0.690 -2.383 0.133 -0.105 0.187
C -3.768 3.579 5.846 -0.908 -0.182 -0.161
C 3.326 -0.363 -5.796 0.147 0.509 -0.714
H -2.697 -4.210 4.269 -0.213 -0.114 -0.077
C 2.235 0.726 1.008 0.168 -0.419 -0.444
H 2.122 7.284 6.771 0.019 0.145 -0.047
H -0.660 -5.300 3.272 0.149 0.032 0.390
H 1.278 -5.556 0.699 -0.031 -0.010 -0.123
H -0.689 6.122 -3.072 -0.127 0.177 0.124
H 4.536 -3.031 -1.224 0.084 0.060 0.171
H -2.852 -4.744 1.207 0.037 0.206 0.037
```
Positions in Å, forces in eV/Å.

Computed properties:
Kohn-Sham gap	8.74	eV
HOMO energy	-22.0	eV
strongest force on any atom	1.619	eV/Å
charge	+7
multiplicity	1
electronic energy	-2638.40888	Eh